Entry 1:
This record from OMol25 describes a molecular structure, C5H8OS at a distorted geometry. The level of theory is ωB97M-V with the def2-TZVPD basis set.

Geometry as XYZ:
```
15
Properties=species:S:1:pos:R:3:forces:R:3
C 0.94382 -0.04390 0.17633 -2.711 0.368 1.746
C 0.01886 1.27558 -0.15651 2.741 2.082 -1.899
C -1.42416 0.88758 0.27494 1.495 -3.959 -2.910
C -1.18693 -0.57657 -0.37702 0.287 -0.108 -1.295
C -0.06499 -1.29228 0.48583 -0.463 1.769 -2.453
H 2.73384 -0.01338 -0.43119 -4.456 -2.117 -3.769
H 1.52137 0.30065 1.08115 0.082 -0.964 -0.982
H 0.31434 1.40770 -1.26158 -1.443 -0.335 1.268
H 0.61069 2.26191 0.20126 -1.881 -1.944 0.212
H -1.30951 0.70155 1.30980 -1.017 -0.015 1.193
H -0.64069 -0.59786 -1.44041 -2.085 0.605 1.927
H -0.49613 -1.42917 1.41532 -0.165 0.102 2.469
H 0.37395 -2.26713 0.17222 -0.426 0.943 -0.325
O 1.62891 -0.40706 -1.01049 6.509 2.343 3.952
S -3.02335 -0.20763 -0.43965 3.534 1.230 0.866
```
Positions in Å, forces in eV/Å.

## Properties
HOMO-LUMO gap ... 8.8 eV
2S+1 ... 1

natural (NBO) atomic charge list, values in e, 2 entries: number 1, C, carries 0.0692; number 2, C, carries -0.4702

---

Entry 2:
This record from OMol25 describes a molecular structure, C18H21Cl6N3O3 at a distorted geometry. The level of theory is ωB97M-V with the def2-TZVPD basis set.

Geometry as XYZ:
```
51
Properties=species:S:1:pos:R:3:forces:R:3
C -3.33044 -0.82254 0.83691 3.498 10.007 -0.288
C -2.99134 0.55491 0.67696 -1.722 -8.734 1.434
C -2.48029 2.14701 0.65038 -1.718 -1.243 -0.073
N -1.36015 2.24425 1.69391 2.179 -0.030 1.130
C -1.36544 2.85409 3.08425 3.368 -2.464 -2.775
N 0.02833 2.59631 3.61592 -2.794 -1.398 -4.979
C 0.83138 1.83555 2.58405 -2.116 0.062 -1.786
C 2.37373 1.40100 2.93068 -0.192 0.166 1.367
C 2.37738 0.03663 3.88324 -0.727 -0.545 0.667
O 3.72424 -0.31010 4.37313 -1.660 -0.132 0.960
C -0.07687 1.58246 1.24278 1.037 2.370 6.099
C 0.35704 0.82645 -0.14572 -0.074 0.601 -0.198
C 0.77033 -0.74996 0.14261 0.143 -0.067 -0.236
C 2.38649 -1.04497 -0.16983 -0.623 1.203 -0.052
Cl 3.05543 -2.44915 0.88150 -1.213 2.145 -1.621
H -3.27221 -1.93669 1.26177 -0.297 2.988 -1.358
H -3.38169 2.85627 0.89966 1.859 -1.517 -0.205
H -2.09738 2.46891 -0.42483 -0.538 -0.934 2.508
H -2.30220 3.38069 3.56392 2.410 -1.289 -1.043
H 0.39563 2.86355 4.55788 -0.663 -0.340 -1.328
H 2.81565 2.26263 3.62244 -0.859 -1.733 -1.593
H 3.07854 1.27962 2.00439 -1.749 0.206 1.620
H 1.70476 0.26000 4.83573 1.080 -0.313 -2.018
H 1.95237 -0.90938 3.33908 0.628 1.985 0.669
H 3.61500 -0.89929 5.20070 0.108 1.382 -2.169
H 1.27282 1.43811 -0.58965 -1.827 -1.236 1.141
H -0.48683 0.88463 -0.98144 1.558 -0.044 2.124
H 0.48335 -0.96390 1.26106 0.666 0.110 -2.255
H 0.13308 -1.41421 -0.61558 1.403 1.415 2.056
H 2.43315 -1.29635 -1.33101 0.262 0.347 2.691
H 3.05789 -0.10482 0.08783 -1.517 -1.721 -0.730
C -1.80457 -3.11189 4.11656 0.627 -0.467 0.023
Cl -2.19430 -3.60232 5.78458 -0.004 0.181 -0.426
Cl -1.38364 -1.38080 4.08943 -0.104 -0.167 -0.029
Cl -0.42318 -4.06834 3.52365 -0.489 0.450 0.106
Cl -3.21716 -3.39609 3.06857 0.091 -0.131 0.345
C -1.00275 1.03791 -6.84538 0.035 -0.068 0.104
C 0.24181 0.41072 -6.76900 -0.273 -0.030 0.312
C 0.57189 -0.35537 -5.64938 -0.061 -0.007 0.049
C -0.35799 -0.49101 -4.60933 -0.222 0.551 -0.830
C -1.60516 0.14384 -4.67995 0.058 0.000 -0.024
C -1.92282 0.90970 -5.80343 0.372 -0.179 0.043
N -0.02683 -1.31581 -3.44121 0.704 -0.914 0.853
O 1.09381 -1.84564 -3.40732 -1.856 0.920 -0.005
O -0.88777 -1.43853 -2.55817 1.013 0.233 -1.175
H -1.25777 1.62959 -7.72292 0.055 -0.123 0.188
H 0.95414 0.51657 -7.58444 -0.123 -0.059 0.217
H 1.54585 -0.83784 -5.60506 -0.308 0.015 0.187
H -2.33434 0.05108 -3.87780 0.310 -0.145 -0.103
H -2.88958 1.40398 -5.86904 0.191 -0.135 0.059
Cl 3.19859 -5.13147 0.86690 0.074 -1.171 0.350
```
Positions in Å, forces in eV/Å.

## Properties
HOMO-LUMO gap ... 3.4 eV
2S+1 ... 1

natural (NBO) atomic charge list, values in e, 2 entries: number 1, C, carries -0.2059; number 2, C, carries -0.1288

---

Entry 3:
This record from OMol25 describes 2 unconnected molecules or ions with the total composition C4H13NO at a distorted geometry. The level of theory is ωB97M-V with the def2-TZVPD basis set.

Geometry as XYZ:
```
19
Properties=species:S:1:pos:R:3:forces:R:3
C -0.66457 -1.89240 1.14037 -0.103 -0.613 3.220
C 0.53184 -2.31110 0.30451 1.172 3.838 0.552
C 1.21170 -1.04520 -0.44762 0.335 -3.638 -1.145
N 2.12591 -0.17009 0.25549 -0.936 -1.014 3.190
C 1.56878 1.17252 0.30483 2.682 1.430 -0.842
H -1.62410 -1.70591 0.63180 0.587 -0.152 -0.039
H -0.81790 -2.67640 1.96233 -0.309 0.441 -1.438
H -0.49350 -1.06111 1.88766 0.199 -0.156 -1.360
H 1.29617 -2.78966 0.85106 0.882 -0.393 1.302
H 0.26870 -3.04727 -0.35188 -0.952 -1.619 -2.281
H 1.81890 -1.46138 -1.37969 -1.599 0.790 1.568
H 0.30875 -0.53138 -0.72860 0.029 0.626 -0.782
H 2.30370 -0.44808 1.28885 -0.424 0.079 -2.429
H 1.09000 1.56973 1.22150 -0.596 -0.667 -0.731
H 2.51037 1.72827 0.23478 -0.210 0.900 0.324
H 1.17169 1.37780 -0.70356 -0.758 0.148 0.892
O -4.20923 4.79153 -1.92179 0.873 -2.321 -0.934
H -4.85722 4.47040 -2.58713 0.386 0.544 0.630
H -3.54000 4.02974 -1.96293 -1.259 1.776 0.304
```
Positions in Å, forces in eV/Å.

## Properties
HOMO-LUMO gap ... 9.4 eV
SMILES ... CCCNC.O
2S+1 ... 1

natural (NBO) atomic charge list, values in e, 2 entries: number 1, C, carries -0.6342; number 2, C, carries -0.4108

---

Entry 4:
This record from OMol25 describes 3 unconnected molecules or ions with the total composition C4H13NO3 at a distorted geometry. The level of theory is ωB97M-V with the def2-TZVPD basis set.

Geometry as XYZ:
```
21
Properties=species:S:1:pos:R:3:forces:R:3
C -0.28178 -1.02644 1.09686 0.790 -0.267 1.427
C -1.00241 -0.37451 -0.07584 2.748 -1.349 3.179
O -1.16875 -1.21334 -0.91003 -1.810 0.695 -3.099
N -0.99538 0.99707 -0.06120 -2.716 0.732 -0.011
C -1.47203 1.71914 1.17587 0.320 -1.857 -0.775
C -1.55511 1.65198 -1.23147 -1.956 1.768 0.034
H 0.31296 -0.39633 1.78982 -0.850 -0.081 -0.103
H -0.97191 -1.71881 1.62124 0.433 0.572 -0.070
H 0.49420 -1.66940 0.64212 -0.574 0.172 0.080
H -1.42644 2.72960 0.93322 -0.284 1.751 -0.368
H -0.83290 1.59025 1.98876 1.527 -0.451 1.141
H -2.43220 1.42924 1.58958 -0.528 -0.114 -0.708
H -1.23308 2.72113 -1.16221 -0.029 -0.940 -0.619
H -1.24717 1.13152 -2.08980 0.899 -0.328 -1.264
H -2.71837 1.71717 -1.41808 1.825 -0.458 1.203
O 2.07047 0.24146 -0.58138 2.048 0.473 -0.919
H 1.12826 0.28622 -0.68609 -0.530 0.440 -0.673
H 2.58028 0.53825 -1.39499 -1.551 -0.557 1.505
O 3.24720 -1.97596 0.55754 1.088 -0.775 3.041
H 3.30140 -2.31791 -0.29163 -0.107 -0.646 -2.418
H 2.68508 -1.22836 0.57207 -0.741 1.219 -0.583
```
Positions in Å, forces in eV/Å.

## Properties
HOMO-LUMO gap ... 10.4 eV
SMILES ... CC(=O)N(C)C.O.O
2S+1 ... 1

natural (NBO) atomic charge list, values in e, 2 entries: number 1, C, carries -0.7380; number 2, C, carries 0.6715

---

ΔE to the lowest compared entry with this formula, charge and spin
In order: 159.9; 181.3; 50.5; 49.8
Unit: kcal per mole
E_HOMO
In order: -0.332; -0.190; -0.318; -0.361
Unit: hartree
E
In order: -668.48377; -3849.00086; -290.11644; -440.63590
Unit: a.u.